1.
The following is a DFT calculation (ωB97M-V/def2-TZVPD) of a cluster of 2 separate species, C5H9BrO5 in total.

Last column: Löwdin spin population.
Positions of all 20 atoms, in Å:
C -2.28379 2.11334 0.57179  0.58
C 1.30687 -0.23819 -1.19364  0.00
C 0.43336 -0.96949 -0.13577  0.02
C -0.57002 -0.00739 0.53772  0.04
C -1.79245 0.29241 -0.34112  0.43
O -2.57605 2.96466 -0.14707  0.51
O 2.14793 0.71027 -0.60531  0.00
O 1.13209 -1.63893 0.90454  0.01
O 0.03555 1.13912 0.94610  0.04
O -1.68864 0.56727 -1.65586  0.10
Br -3.16472 -1.04826 0.06517  0.16
H -2.34146 2.16029 1.60304  0.09
H 0.49896 0.07499 -1.92604  0.00
H 1.86444 -1.15190 -1.70388  0.00
H -0.20467 -1.79011 -0.71767  0.00
H -0.98404 -0.49042 1.45441  0.00
H 2.68192 0.32066 0.20022  0.00
H 0.65632 -2.27052 1.40257  0.00
H 0.59656 1.36007 0.18862  0.00
H -2.42237 0.94587 -2.12214  0.01

Force components x, y, z for each atom (eV/Å):
C 3.64 -1.55 1.25
C -0.33 -4.36 0.11
C -2.62 -2.21 -0.51
C -0.89 -0.89 0.17
C -1.88 -0.26 -0.30
O -2.55 3.35 -4.23
O 1.57 -0.14 1.24
O 2.37 1.69 -1.35
O 1.24 0.78 0.09
O 2.10 -0.49 1.12
Br -0.35 -0.32 -0.26
H -1.01 -1.31 2.52
H 1.62 0.72 0.73
H -0.59 2.07 0.71
H 1.21 1.69 0.84
H 0.22 0.18 -0.77
H -1.84 0.72 -2.44
H -1.26 -0.79 0.35
H 0.48 0.81 0.51
H -1.14 0.30 0.20

- orbital gap (alpha / beta) (eV) = 5.45 / 8.11
- expectation value of S² = 2.01
- energy relative to the best compared isomer or geometry (same formula, charge and spin) (kcal per mole) = 22.7
- spin multiplicity = 3


2.
The following is a DFT calculation (ωB97M-V/def2-TZVPD) of an isolated molecule of C5H9BrSi.

Last column: Mulliken charge in e.
Positions of all 16 atoms, in Å:
C -0.51480 0.81629 -1.19969  -1.34
C -1.13628 -0.04170 -0.06429  0.11
C -1.27624 0.71579 1.27660  -1.37
Si 0.19255 -1.51891 0.06725  0.42
C 1.95936 -0.92808 0.21066  -0.61
C 2.97106 -0.33629 -0.08947  0.50
Br 4.61809 0.27039 -0.41417  -0.04
H 0.21337 0.22537 -1.67529  0.38
H -1.23394 1.09006 -1.95592  0.32
H -0.00241 1.65802 -0.77970  0.32
H -2.10271 -0.37043 -0.36087  0.45
H -0.43498 1.23583 1.56067  0.42
H -1.53757 -0.18834 1.95165  0.30
H -2.12906 1.36549 1.32186  0.38
H 0.00364 -1.95246 1.43310  -0.13
H 0.40992 -2.04104 -1.28239  -0.11

Force components x, y, z for each atom (eV/Å):
C -1.09 -0.35 0.73
C 2.46 0.57 -0.11
C -2.35 -4.08 -0.20
Si -0.12 2.68 0.40
C -0.73 0.76 -0.40
C 0.12 -0.51 0.34
Br 0.24 0.25 -0.08
H 1.14 -0.48 -1.09
H -0.24 0.45 -0.13
H 0.16 0.67 0.05
H -0.77 -0.69 -0.24
H 2.05 0.87 0.79
H 0.61 1.89 -0.10
H -0.47 0.44 -0.24
H -0.35 -1.43 0.28
H -0.64 -1.04 -0.01

- orbital gap (eV) = 10.16
- energy relative to the best compared isomer or geometry (same formula, charge and spin) (kcal per mole) = 64.8


3.
The following is a DFT calculation (ωB97M-V/def2-TZVPD) of a structure of composition C5H9Cl.

Last column: Mulliken charge in e.
Positions of all 15 atoms, in Å:
C -1.19299 -1.48100 -0.30145  -1.36
C -0.59580 -0.06122 0.05825  0.34
C 0.37963 0.58370 -0.94334  -0.93
C 0.96995 1.21012 0.30164  0.23
C 0.47454 0.08057 1.09888  -0.70
H -1.72425 -1.43044 -1.25327  0.35
H -0.36287 -2.13068 -0.51808  0.36
H -1.88816 -1.82240 0.51276  0.32
H -1.34565 0.72818 0.06911  0.22
H 1.06222 -0.03590 -1.47729  0.33
H -0.00529 1.24556 -1.72731  0.31
H 0.37515 2.10946 0.50103  0.26
H 0.01983 0.19279 2.11690  0.26
H 1.11551 -0.76846 1.29454  0.27
Cl 2.71818 1.57972 0.26764  -0.24

Force components x, y, z for each atom (eV/Å):
C -0.27 1.78 0.69
C -0.93 -2.16 -2.68
C -0.20 0.70 -0.97
C 0.99 1.58 -0.79
C -1.86 -0.89 3.55
H -0.33 0.18 0.16
H 0.28 -0.60 0.48
H 0.83 -0.02 -0.85
H -0.50 -0.36 0.98
H 0.64 -1.05 0.09
H -0.22 0.15 0.37
H 0.65 0.06 0.25
H 0.63 0.76 -0.51
H 0.43 -0.28 -0.99
Cl -0.13 0.16 0.19

- orbital gap (eV) = 11.33
- energy relative to the best compared isomer or geometry (same formula, charge and spin) (kcal per mole) = 22.9


4.
The following is a DFT calculation (ωB97M-V/def2-TZVPD) of a cluster of 2 separate species, C5H9Cl2F in total.

Last column: Mulliken charge in e.
Positions of all 17 atoms, in Å:
F 3.69030 0.90855 -1.25886  -0.17
C 3.94948 0.90984 0.01496  0.24
Cl 5.55392 1.43882 0.42970  -0.13
Cl 3.69197 -0.76002 0.72044  -0.15
H 3.25084 1.68183 0.50845  0.20
C 0.36521 0.08618 -1.42788  -0.81
C -0.17603 -0.50162 -0.41766  0.92
C -0.36118 0.09699 0.92765  -1.13
C -0.53192 -1.93081 -0.26142  -1.14
H 0.57797 -0.53018 -2.35494  0.23
H 0.76782 1.14418 -1.36724  0.25
H -0.16871 -0.65492 1.77794  0.30
H -1.42872 0.50406 1.04555  0.27
H 0.40660 0.88889 1.10091  0.30
H -1.61505 -1.95551 0.25762  0.24
H -0.60628 -2.68109 -1.10836  0.36
H 0.23420 -2.42577 0.42522  0.22

Force components x, y, z for each atom (eV/Å):
F 0.19 -0.27 -1.66
C -1.63 0.77 2.95
Cl 0.65 0.11 -0.31
Cl -0.10 0.98 -0.49
H 0.84 -1.62 -0.50
C 1.94 1.13 -2.95
C -0.45 -1.60 2.18
C -0.17 1.18 1.99
C -1.91 -2.77 0.50
H -0.32 1.12 1.02
H -0.70 -1.39 -0.23
H -0.48 0.99 -1.39
H 1.57 -0.46 0.01
H -0.89 -0.15 -0.11
H 2.45 -0.23 -0.88
H 0.16 1.46 0.35
H -1.16 0.74 -0.51

- orbital gap (eV) = 10.29
- energy relative to the best compared isomer or geometry (same formula, charge and spin) (kcal per mole) = 47.4


5.
The following is a DFT calculation (ωB97M-V/def2-TZVPD) of a structure of composition C5H9ClFN2O7Pd.

Last column: Löwdin spin population.
Positions of all 26 atoms, in Å:
Pd -4.24585 0.34420 1.43971  1.00
Cl -1.76872 0.20859 1.51470  0.85
C 0.57999 -2.50569 2.78584  0.00
N -0.43426 -3.49714 2.29390  0.00
O -0.90160 -4.26501 3.08662  0.00
O -0.68234 -3.49719 1.10342  0.00
H 0.44473 -1.65249 2.12823  0.00
H 1.58735 -2.89555 2.70141  0.00
H 0.28422 -2.28483 3.80617  0.00
C 0.47413 -1.81892 -1.11189  0.00
N 1.70456 -1.01783 -0.86215  0.00
O 2.29520 -1.17882 0.18713  0.00
O 2.05514 -0.26859 -1.75254  0.00
H 0.71771 -2.87320 -1.04165  0.00
H 0.21268 -1.60374 -2.14595  0.00
H -0.38258 -1.57205 -0.49816  0.00
C -0.37436 2.16272 -1.03530  0.03
C 0.14666 3.48999 -0.54496  0.00
O -0.03782 4.30962 -1.68640  0.00
C -0.45812 3.58768 -2.74776  0.00
O -0.79203 4.01819 -3.79637  0.02
O -0.45733 2.25233 -2.44158  0.05
F 1.49220 3.40735 -0.27835  0.01
H -1.39816 1.92773 -0.66936  0.02
H 0.26476 1.32071 -0.78000  0.00
H -0.32616 3.90196 0.34531  0.00

Force components x, y, z for each atom (eV/Å):
Pd 0.97 -0.11 0.04
Cl -1.04 0.21 -0.22
C -0.96 0.38 -0.08
N 0.90 -0.30 -0.13
O -0.33 -0.25 0.56
O -0.23 0.28 -0.30
H 0.38 0.10 0.07
H -0.06 -0.22 -0.04
H 0.32 -0.01 0.09
C -0.16 -0.23 -1.48
N 0.00 0.05 -0.01
O -0.21 0.01 0.12
O -0.08 0.01 0.28
H 0.05 0.03 0.37
H 0.01 -0.01 0.02
H 0.40 0.15 0.55
C -0.14 -1.39 -0.25
C 0.82 0.35 -0.71
O -0.18 0.19 0.99
C -0.18 -0.11 -0.99
O 0.27 0.01 0.38
O -0.07 0.41 0.70
F -0.53 -0.03 -0.11
H -0.01 0.16 0.30
H 0.19 0.15 0.07
H -0.10 0.17 -0.23

- orbital gap (alpha / beta) (eV) = 7.18 / 3.40
- expectation value of S² = 2.01
- charge = +1
- spin multiplicity = 3


6.
The following is a DFT calculation (ωB97M-V/def2-TZVPD) of the ion C5H9ClN with charge +1.

Last column: Mulliken charge in e.
Positions of all 16 atoms, in Å:
C -0.89416 2.02084 0.03689  -1.03
N -0.52326 0.60710 -0.05268  0.11
C -1.39320 -0.37336 -0.00691  0.61
Cl -3.11919 -0.16917 -0.03477  -0.07
C -0.65936 -1.66579 -0.18498  -0.66
C 0.72300 -1.36639 0.21466  -0.62
C 0.85213 0.10141 -0.21207  -0.54
H -0.57284 2.67228 -0.72649  0.36
H -0.37226 2.37990 0.90445  0.43
H -1.84590 2.09397 0.31461  0.35
H -1.12660 -2.51831 0.30593  0.41
H -0.61562 -1.89744 -1.21406  0.31
H 0.76460 -1.57045 1.30582  0.28
H 1.59564 -1.97805 -0.05308  0.40
H 1.49378 0.80313 0.27457  0.39
H 1.32569 -0.02797 -1.22407  0.27

Force components x, y, z for each atom (eV/Å):
C 3.81 -0.84 1.08
N -1.79 -0.60 -1.10
C 0.35 0.78 -1.02
Cl 1.88 -0.24 0.26
C -1.40 -1.25 0.22
C 1.95 0.35 3.28
C 1.01 -0.88 -0.47
H 0.13 0.13 -1.50
H 0.54 0.26 0.59
H -4.09 0.32 0.41
H -0.04 0.15 0.09
H -0.68 -0.20 -1.64
H -0.01 0.97 -0.14
H -0.76 0.03 -1.03
H 0.56 0.01 0.87
H -1.45 1.01 0.10

- orbital gap (eV) = 10.81
- charge = +1
- energy relative to the best compared isomer or geometry (same formula, charge and spin) (kcal per mole) = 3.7


| no. | energy (eV) |
| --- | --- |
| 1 | -85603.744 |
| 2 | -83247.811 |
| 3 | -17852.337 |
| 4 | -33091.642 |
| 5 | -41346.151 |
| 6 | -19335.805 |